(1)
C23H32CdFNO6Si as an isolated structure in a non-equilibrium geometry. Source: OMol25; level of theory: wB97M-V/def2-TZVPD.

HOMO, eV: -14.1
Strongest force on any atom, eV Å⁻¹: 2.191
Charge: +2
Lowest unoccupied orbital energy, Eh: -0.4498

Atoms and positions in Å:
C (0.80322, -5.02271, 0.51741)
C (0.38357, -4.80266, -0.98552)
C (-0.60078, -3.58485, -1.01368)
O (-0.67152, -2.90631, -2.24627)
C (0.49075, -2.15592, -2.54764)
C (0.73852, -0.98530, -1.58085)
C (1.64499, -1.23893, -0.57628)
C (1.97612, -0.24380, 0.37591)
C (1.31844, 1.01725, 0.24733)
C (0.41368, 1.37537, -0.72733)
Si (-0.29307, 3.16168, -0.72769)
C (-1.43600, 3.39281, 0.78978)
C (-1.04223, 3.75063, -2.35289)
C (1.20677, 4.31637, -0.41315)
C (0.08233, 0.29284, -1.69546)
C (-0.92697, 0.51515, -2.77598)
C (-2.40516, 0.61486, -2.20672)
C (-2.74299, -0.52769, -1.21077)
C (-2.49894, -0.09614, 0.25454)
O (-3.43344, -0.72785, 1.13669)
C (-3.62184, 0.12572, 2.23800)
C (-2.87412, -0.25849, 3.52405)
O (-4.34292, 1.07428, 2.20511)
C (1.88400, 1.78184, 1.44501)
O (1.52319, 2.76682, 2.01676)
N (3.01930, 1.06717, 1.94668)
C (4.32119, 1.74645, 2.01436)
C (5.27105, 1.07195, 3.02520)
O (6.44880, 1.20156, 2.95202)
F (4.74871, 0.35212, 4.04323)
C (2.96238, -0.27582, 1.55479)
O (3.51820, -1.24755, 1.97400)
H (1.83003, -4.68170, 0.72279)
H (0.69160, -6.13007, 0.77858)
H (0.13593, -4.46212, 1.20125)
H (-0.20946, -5.69625, -1.25112)
H (1.25211, -4.70621, -1.64349)
H (-0.40188, -2.92480, -0.14762)
H (-1.61290, -3.99474, -0.83958)
H (1.40620, -2.77551, -2.53654)
H (0.39743, -1.78339, -3.57810)
H (2.12834, -2.21721, -0.51561)
H (-1.57753, 2.42401, 1.28900)
H (-2.41057, 3.78053, 0.45425)
H (-0.98257, 4.11612, 1.48302)
H (-0.96206, 4.85384, -2.34133)
H (-0.41339, 3.43569, -3.20406)
H (-2.10631, 3.52690, -2.50173)
H (2.17013, 3.83967, -0.65399)
H (1.18765, 4.73731, 0.60077)
H (1.10260, 5.17980, -1.09592)
H (-0.94979, -0.36874, -3.43231)
H (-0.68399, 1.35829, -3.44355)
H (-2.59818, 1.56530, -1.69606)
H (-3.05232, 0.46507, -3.08554)
H (-3.83037, -0.71391, -1.27500)
H (-2.25691, -1.48532, -1.44254)
H (-1.43747, -0.25121, 0.55233)
H (-2.69078, 0.98882, 0.31146)
H (-3.29289, 0.33094, 4.34462)
H (-3.04429, -1.33892, 3.67120)
H (-1.78764, -0.10515, 3.41659)
H (4.83652, 1.80273, 1.04664)
H (4.12480, 2.75107, 2.42715)
Cd (-0.82722, -7.07172, 1.18384)

Cartesian forces (eV/Å) of the 3 atoms listed first:
C -0.32 1.03 -0.82
C -0.78 -0.17 1.34
C -0.29 -0.65 0.20

---

(2)
A 2-piece molecular cluster, C5H16N2O overall. Source: OMol25; level of theory: wB97M-V/def2-TZVPD.

HOMO, eV: -8.5
Strongest force on any atom, eV Å⁻¹: 0.408
Structure (SMILES): CCNC[C@H](C)N.O
Relative energy (zero: lowest compared OMol25 entry of this formula, charge and spin), kcal per mole: 1.6
Lowest unoccupied orbital energy, Eh: 0.0340

Atoms and positions in Å:
C (-0.07058, -0.61261, -3.19616)
C (0.75841, -0.88716, -1.95155)
N (-0.00308, -0.73966, -0.71929)
C (-0.30035, 0.64058, -0.39396)
C (-0.90198, 0.77965, 0.99313)
C (-1.67184, 2.08492, 1.14311)
N (0.16822, 0.61393, 1.99604)
H (-0.41619, 0.42303, -3.20581)
H (0.53646, -0.74872, -4.09015)
H (-0.93778, -1.27072, -3.22544)
H (1.13531, -1.90964, -1.97074)
H (1.63638, -0.22156, -1.95343)
H (0.54060, -1.16130, 0.02963)
H (-1.02388, 1.02982, -1.11201)
H (0.59552, 1.28720, -0.46298)
H (-1.58667, -0.05690, 1.15264)
H (-2.50507, 2.10186, 0.44187)
H (-1.01463, 2.93603, 0.94705)
H (-2.06939, 2.20923, 2.15000)
H (0.80885, 1.38921, 1.93162)
H (-0.21591, 0.65147, 2.93383)
O (1.60809, -1.83697, 1.73773)
H (1.27039, -0.94708, 1.97356)
H (2.50783, -1.86146, 2.07296)

Cartesian forces (eV/Å) of the 3 atoms listed first:
C 0.08 0.17 0.16
C 0.03 0.01 0.05
N 0.10 -0.06 0.04